No. 1
C21H22N2Pt | ωB97M-V/def2-TZVPD

The geometry in ORCA input format:
```
! RIJCOSX wB97M-V def2-TZVPD def2/J DEFGRID3
* xyz 0 1
Pt 0.03 -0.05 -0.30
N -0.64 -2.18 -0.20
N -0.14 1.87 0.57
C 0.56 -1.85 1.92
C 2.86 -0.76 2.97
C -2.38 2.64 -2.74
C -0.92 0.81 -2.02
C -0.29 3.16 -1.48
C 0.31 2.97 -0.25
C 2.30 -1.88 3.57
C 2.26 -0.19 1.85
C 1.34 3.78 0.20
C -1.26 2.17 -2.06
C 1.15 5.08 -1.81
C 1.09 -0.73 1.31
C -1.69 -0.02 -2.86
C -1.97 -2.48 -0.75
C -3.19 1.76 -3.44
C 0.38 -3.05 -0.80
C 1.14 -2.44 3.04
C -2.80 0.43 -3.54
C -0.69 -2.36 1.28
C 1.77 4.83 -0.59
C 0.14 4.24 -2.25
H 0.29 1.87 1.49
H -1.97 -2.35 -1.82
H -0.87 -3.42 1.52
H -1.39 -1.05 -2.98
H -1.55 -1.79 1.63
H 2.71 0.68 1.39
H 0.52 -2.79 -1.85
H 3.77 -0.34 3.37
H -2.63 3.69 -2.70
H -2.24 -3.51 -0.52
H 1.47 5.91 -2.43
H -4.09 2.11 -3.93
H 0.69 -3.31 3.50
H -0.32 4.41 -3.21
H 0.08 -4.10 -0.73
H 1.33 -2.91 -0.28
H -2.70 -1.80 -0.32
H 2.59 5.46 -0.26
H 1.81 3.58 1.15
H 2.76 -2.32 4.45
H -3.39 -0.26 -4.15
H -1.15 1.84 0.63
*
```

* energy: -1042.21237 Ha
* HOMO-LUMO gap: 8.0 eV
* largest force on an atom: 1.4 eV/A
* E_LUMO: 0.0193 hartree
* molar mass: 497.50 g/mol
* energy above the lowest of the compared OMol25 structures with the same formula, charge and spin: 0.809 eV

=====

No. 2
C28H48Cl2N4O5SiSm | ωB97M-V/def2-TZVPD

The geometry in ORCA input format:
```
! RIJCOSX wB97M-V def2-TZVPD def2/J DEFGRID3
* xyz 0 7
Sm 0.81 -0.35 1.69
Cl -0.01 -1.35 -0.47
Cl 1.11 -2.58 2.96
Si 0.99 -3.37 -1.31
O -1.60 -0.60 1.84
O 2.27 0.22 0.07
O -1.53 -2.24 -2.39
O 2.86 0.38 2.94
O -0.08 1.81 1.48
N -3.50 -1.59 1.01
N -0.84 3.80 0.69
N 5.15 0.08 2.67
N 3.11 1.12 -0.48
C -3.45 1.44 -1.29
C -1.03 4.76 -0.38
C 3.41 2.25 0.23
C -3.24 2.60 -2.04
C -5.11 -2.93 -3.24
C 4.15 3.25 -0.39
C -2.40 2.55 -3.16
C 4.38 1.83 -2.34
C -1.60 -1.16 -3.30
C -2.67 -2.27 -3.47
C -1.33 4.15 2.01
C 0.36 -4.06 -2.87
C 3.57 0.89 -1.74
C -2.71 0.29 -1.59
C -2.41 -3.30 -4.54
C -0.31 2.59 0.51
C 0.96 -4.50 0.18
C 4.64 3.04 -1.68
C -3.99 -1.99 -3.06
C -4.94 -1.46 0.74
C 3.88 -0.34 2.72
C 5.57 1.32 3.34
C 2.76 -2.72 -1.26
C 6.21 -0.85 2.28
C -1.87 1.34 -3.58
C -2.80 -0.55 1.49
C -2.87 -2.90 0.86
C -2.02 0.17 -2.81
H 5.05 2.17 2.89
H -2.37 -2.99 -0.12
H 7.16 -0.30 2.19
H -1.06 5.19 2.24
H 3.35 -3.10 -2.10
H -3.07 -3.14 -5.40
H 3.25 -0.03 -2.21
H 0.18 -3.29 -3.61
H 1.10 -4.75 -3.28
H 5.34 1.28 4.41
H -5.15 -1.30 -0.33
H -3.65 -3.67 0.92
H 6.64 1.43 3.20
H -5.00 -3.83 -2.61
H -2.55 -4.32 -4.17
H 5.96 -1.31 1.31
H -1.39 -3.20 -4.90
H 4.32 4.18 0.16
H 2.80 -1.62 -1.26
H -5.25 -3.28 -4.27
H -0.68 5.75 -0.05
H -0.90 3.48 2.75
H 5.23 3.80 -2.18
H -6.06 -2.44 -2.96
H -5.31 -0.59 1.30
H -4.24 -0.99 -2.75
H 0.28 -4.17 0.97
H -5.47 -2.36 1.07
H -0.82 -1.22 -4.08
H -2.69 -0.56 -0.92
H -4.22 1.45 -0.51
H 0.69 -5.52 -0.13
H -2.22 3.46 -3.73
H 6.32 -1.65 3.03
H -2.43 4.08 2.05
H -3.67 3.56 -1.72
H -0.56 -4.63 -2.69
H -2.09 4.84 -0.66
H -1.30 1.28 -4.51
H -2.12 -3.04 1.65
H 3.74 -1.42 2.50
H -0.07 2.31 -0.52
H 3.27 -3.02 -0.33
H 4.78 1.60 -3.33
H 1.96 -4.55 0.66
H -3.40 0.38 1.55
H 3.02 2.31 1.24
H -0.46 4.44 -1.26
*
```

* energy: -3558.72664 Ha
* HOMO-LUMO gap (spin up / spin down): 4.2 / 4.2 eV
* largest force on an atom: 2.7 eV/A
* E_LUMO (spin up / spin down): 0.0059 / 0.0057 hartree
* molar mass: 770.07 g/mol
* energy above the lowest of the compared OMol25 structures with the same formula, charge and spin: 0.168 eV

=====

No. 3
C4H11N2O | ωB97M-V/def2-TZVPD

The geometry in ORCA input format:
```
! RIJCOSX wB97M-V def2-TZVPD def2/J DEFGRID3
* xyz 1 1
O -1.56 0.70 -0.36
N -0.53 -1.78 0.09
N 0.98 0.08 -0.13
C 2.26 -0.30 0.36
C 0.99 1.43 -0.77
C -2.69 0.29 0.40
C -0.14 -0.58 -0.18
H -3.36 -0.25 -0.31
H -3.11 1.24 0.87
H 1.55 2.16 -0.13
H -1.56 -1.99 0.36
H 2.78 0.46 0.90
H 0.10 -2.58 0.03
H 2.04 -1.18 0.94
H 1.68 1.53 -1.68
H -2.35 -0.35 1.16
H 2.89 -0.63 -0.54
H 0.04 1.74 -1.03
*
```

* energy: -343.38321 Ha
* HOMO-LUMO gap (spin up / spin down): 9.9 / 9.9 eV
* largest force on an atom: 4.9 eV/A
* E_LUMO (spin up / spin down): -0.1680 / -0.1680 hartree
* molar mass: 103.14 g/mol
* energy above the lowest of the compared OMol25 structures with the same formula, charge and spin: 4.924 eV

=====

No. 4
C4H7NO | ωB97M-V/def2-TZVPD

The geometry in ORCA input format:
```
! RIJCOSX wB97M-V def2-TZVPD def2/J DEFGRID3
* xyz 0 1
O 4.03 0.04 -0.12
N 1.78 0.13 -0.04
C 0.50 -0.36 0.06
C -1.83 -0.16 -0.14
C -0.47 0.65 -0.08
C 2.89 0.00 0.01
H -0.24 1.51 -0.69
H 0.46 -1.35 -0.57
H -1.81 -0.52 -1.25
H -2.88 0.50 0.05
H -0.56 1.05 1.04
H -2.11 -0.98 0.59
H 0.25 -0.52 1.14
*
```

* energy: -286.51161 Ha
* HOMO-LUMO gap: 10.7 eV
* largest force on an atom: 7.1 eV/A
* E_LUMO: 0.0254 hartree
* molar mass: 85.11 g/mol
* energy above the lowest of the compared OMol25 structures with the same formula, charge and spin: 3.266 eV

=====

No. 5
C8H13F | ωB97M-V/def2-TZVPD

The geometry in ORCA input format:
```
! RIJCOSX wB97M-V def2-TZVPD def2/J DEFGRID3
* xyz 0 3
F 1.98 -1.57 -0.65
C -1.40 -1.02 0.26
C -1.48 -2.39 -0.37
C -0.56 1.41 -0.37
C 0.53 0.36 -0.51
C 1.81 -0.13 -0.35
C 3.02 0.64 0.03
C -0.93 1.92 0.99
C -0.83 -0.01 -0.73
H 3.69 0.60 -0.88
H -1.70 -2.38 -1.36
H -1.99 1.98 0.99
H -0.61 2.19 -1.13
H 2.57 1.67 0.23
H -0.57 1.23 1.88
H -0.44 2.84 1.23
H -2.41 -0.70 0.60
H 3.74 0.37 0.83
H -0.42 -2.72 -0.38
H -2.11 -3.02 0.35
H -1.19 -0.24 -1.76
H -0.72 -1.05 1.09
*
```

* energy: -412.23604 Ha
* HOMO-LUMO gap (spin up / spin down): 6.0 / 8.5 eV
* largest force on an atom: 7.2 eV/A
* E_LUMO (spin up / spin down): 0.0364 / -0.0594 hartree
* molar mass: 128.19 g/mol
* energy above the lowest of the compared OMol25 structures with the same formula, charge and spin: 0.000 eV

=====

No. 6
C33H44CrN10O2 | ωB97M-V/def2-TZVPD

The geometry in ORCA input format:
```
! RIJCOSX wB97M-V def2-TZVPD def2/J DEFGRID3
* xyz 2 5
Cr 0.53 -0.68 0.81
O -2.35 -2.82 -5.56
O 1.67 -0.39 7.67
N 0.36 -0.62 2.77
N -2.10 -0.60 -5.93
N -1.82 -1.53 -3.77
N 0.67 -0.63 -1.28
N 2.52 -0.96 1.12
N 0.34 -0.55 5.22
N 1.16 1.13 0.81
N 1.17 -3.10 0.16
N -1.20 0.28 0.57
N -1.15 -2.39 1.26
C 0.32 0.71 5.98
C -2.96 1.20 -4.46
C -0.70 -0.92 -3.25
C -3.10 2.56 -4.21
C -1.88 3.07 -6.19
C 2.06 -3.34 1.30
C -2.57 3.51 -5.06
C -2.74 4.98 -4.81
C 1.57 0.77 6.86
C -1.26 -3.64 0.49
C 0.36 -0.59 3.93
C 3.13 -2.26 1.33
C 2.07 3.65 0.41
C 0.25 2.09 0.46
C 0.56 -1.77 6.03
C -2.41 -1.63 1.44
C -0.35 -1.19 -1.93
C 4.70 0.13 1.48
C -1.09 1.58 0.36
C 3.24 0.13 1.18
C -2.48 -0.39 0.55
C 2.49 1.36 0.93
C -2.12 -1.71 -5.15
C -2.26 2.45 0.03
C 0.12 -0.02 -3.95
C -1.72 1.72 -6.45
C 1.80 -1.56 6.90
C 0.12 -4.10 -0.04
C 1.47 0.20 -1.97
C 0.72 3.39 0.26
C 2.97 2.64 0.76
C 1.23 0.50 -3.30
C -2.26 0.77 -5.58
H -0.31 -1.91 6.67
H -1.69 -4.43 1.11
H -2.46 -1.30 2.48
H 0.05 4.19 -0.03
H 1.90 1.16 -3.82
H -3.68 2.88 -3.35
H -3.29 0.24 0.92
H -3.38 5.43 -5.58
H 3.87 -2.46 0.54
H -2.81 2.05 -0.81
H 2.33 0.61 -1.46
H -3.28 -2.26 1.26
H -3.42 0.48 -3.80
H 4.89 -0.41 2.41
H 1.91 -2.40 7.59
H 0.04 -4.30 -1.11
H 1.50 1.62 7.54
H -0.82 -2.65 2.18
H 1.47 -3.32 2.22
H 2.69 -1.50 6.26
H 0.40 -5.05 0.43
H 2.54 -4.33 1.25
H 1.74 -3.04 -0.67
H -2.94 2.51 0.89
H 5.09 1.13 1.58
H -1.46 3.79 -6.88
H 4.03 2.86 0.85
H -2.14 -2.34 -3.26
H 0.68 -2.63 5.37
H -1.19 1.39 -7.33
H 0.29 1.55 5.30
H -1.79 5.50 -4.85
H 3.67 -2.31 2.28
H -1.96 -3.48 -0.34
H -0.93 -1.91 -1.36
H 2.44 4.66 0.25
H -3.21 5.17 -3.84
H -2.74 -0.68 -0.48
H -0.57 0.71 6.61
H -2.17 -0.81 -6.91
H 5.25 -0.39 0.69
H -0.08 0.24 -4.97
H -1.95 3.46 -0.21
H 2.46 0.87 6.24
*
```

* energy: -3026.00290 Ha
* HOMO-LUMO gap (spin up / spin down): 5.4 / 6.7 eV
* largest force on an atom: 1.7 eV/A
* E_LUMO (spin up / spin down): -0.2094 / -0.2160 hartree
* molar mass: 664.78 g/mol
* energy above the lowest of the compared OMol25 structures with the same formula, charge and spin: 0.000 eV

=====

No. 7
C12H25ClI2NP2Tc | ωB97M-V/def2-TZVPD

The geometry in ORCA input format:
```
! RIJCOSX wB97M-V def2-TZVPD def2/J DEFGRID3
* xyz 3 4
I -0.02 -1.77 -5.35
I 0.01 0.91 -5.89
Tc -0.01 -0.10 0.20
Cl 0.02 0.86 2.34
P 2.23 0.06 0.13
P -2.23 0.11 0.13
N -0.13 -2.17 0.21
C -3.10 -1.16 1.19
C -2.97 1.63 0.82
C -0.74 -4.24 -0.79
C 3.15 -1.19 1.16
C -0.95 -6.38 0.53
C -3.13 -0.12 -1.44
C 2.95 1.60 0.83
C -0.41 -2.90 -0.90
C -0.61 -4.92 0.40
C 3.11 -0.14 -1.45
C -0.17 -4.19 1.51
C 0.04 -2.83 1.40
H 2.49 1.81 1.81
H -0.01 -4.64 2.51
H -2.84 -1.09 -1.87
H 0.35 -2.27 2.29
H -0.36 -2.42 -1.86
H 3.00 -2.20 0.75
H 2.75 2.41 0.13
H -3.00 -2.16 0.75
H -1.33 -6.80 -0.42
H -0.05 -6.95 0.85
H -2.83 0.70 -2.10
H 4.22 -0.94 1.14
H -1.13 -4.75 -1.67
H -4.21 -0.10 -1.23
H -2.75 2.44 0.12
H -2.52 1.83 1.80
H 2.81 -1.16 2.21
H -1.72 -6.53 1.32
H 2.80 -1.10 -1.89
H -4.17 -0.90 1.24
H 4.19 -0.14 -1.25
H 2.82 0.70 -2.10
H -4.06 1.49 0.92
H 4.04 1.47 0.95
H -2.68 -1.15 2.20
*
```

* energy: -2345.00819 Ha
* HOMO-LUMO gap (spin up / spin down): 5.6 / 4.0 eV
* largest force on an atom: 5.1 eV/A
* E_LUMO (spin up / spin down): -0.4547 / -0.5182 hartree
* molar mass: 632.55 g/mol
* energy above the lowest of the compared OMol25 structures with the same formula, charge and spin: 0.000 eV

=====

No. 8
C2H8NO | ωB97M-V/def2-TZVPD

The geometry in ORCA input format:
```
! RIJCOSX wB97M-V def2-TZVPD def2/J DEFGRID3
* xyz 0 2
O 0.20 0.60 -1.01
N -2.02 0.19 -0.22
C 1.60 -0.15 0.84
C 1.16 -0.04 -0.64
H 1.38 -1.17 1.16
H -2.66 0.55 0.43
H 1.21 0.70 1.48
H -1.54 0.96 -0.77
H -1.16 -0.41 0.15
H 1.73 -0.58 -1.36
H 2.69 -0.12 0.79
H -2.59 -0.52 -0.85
*
```

* energy: -210.82552 Ha
* HOMO-LUMO gap (spin up / spin down): 3.1 / 7.2 eV
* largest force on an atom: 6.7 eV/A
* E_LUMO (spin up / spin down): -0.0034 / -0.0090 hartree
* molar mass: 62.09 g/mol
* energy above the lowest of the compared OMol25 structures with the same formula, charge and spin: 2.850 eV

=====

Which of these has the lowest energy? C28H48Cl2N4O5SiSm

=====

Among the records above, which one has the highest largest force on an atom? C8H13F

=====

Number 8 is which compound? C2H8NO